Here is an isolated molecule of C8H6O4 in a non-equilibrium geometry from OMol25. Energies are from ωB97M-V/def2-TZVPD.

Structure (XYZ):
```
18
Properties=species:S:1:pos:R:3:mulliken_charge:R:1
O -2.8688 1.2419 0.7438 -0.51
C -1.5298 0.9913 0.5817 0.09
O -0.7232 2.0517 0.1800 -0.36
C 0.5332 1.6355 -0.0982 -0.45
O 1.4310 2.4735 -0.5379 -0.50
C 0.5779 0.3565 0.1951 0.77
C -0.6930 -0.1061 0.6342 0.05
C -0.2840 -1.5434 0.5200 -0.47
C -0.3389 -1.9348 -0.9667 -0.39
C 0.9003 -1.5448 -1.3000 -0.60
C 1.1565 -0.9748 0.0903 0.64
O 2.2477 -1.2779 0.9303 -0.61
H -2.9490 2.1664 0.4058 0.35
H 0.9968 3.3322 -0.6645 0.35
H -0.5838 -2.2935 1.2144 0.50
H -1.1635 -2.2198 -1.5949 0.39
H 1.4191 -1.1400 -2.1756 0.36
H 1.8714 -1.2139 1.8422 0.38
```

## Properties
HOMO-LUMO gap   0.2996 Eh
SMILES string   Oc1oc(O)c2c1[C@H]1C=C[C@@]21O
ΔE to the lowest compared entry with this formula, charge and spin   551.9 kJ/mol
Charge   0
Lowest unoccupied orbital energy   0.43 eV